The following is a DFT calculation (ωB97M-V with the def2-TZVPD basis set) of a molecular structure, C15H18AlF24NO3P at a distorted geometry.

```
63
C15H18AlF24NO3P | the Open Molecules 2025 dataset | ωB97M-V with the def2-TZVPD basis set
N 0.548 -3.313 0.148
P 2.051 -3.117 -0.415
Al 2.252 -2.119 -2.610
H -0.097 -3.015 -0.575
H 2.775 -4.334 -0.317
H 2.787 -2.353 0.516
H 2.911 -0.648 -2.340
H 3.226 -3.067 -3.499
H 0.809 -1.997 -3.258
C 3.074 1.005 0.918
C 4.522 0.540 1.121
C 5.058 0.485 2.554
F 5.082 1.723 3.102
F 6.325 0.013 2.536
F 5.362 1.266 0.355
F 4.540 -0.745 0.691
O 2.912 2.360 0.527
C 2.782 3.375 1.397
C 3.864 4.446 1.190
F 5.085 3.925 1.405
F 3.666 5.446 2.085
F 2.740 2.977 2.688
F 1.594 3.999 1.154
H 2.719 0.426 0.065
H 2.448 0.746 1.773
H 4.442 -0.175 3.169
H 3.802 4.844 0.177
C -0.799 3.337 4.023
C -1.292 3.265 5.471
C -0.549 2.328 6.431
F -0.679 1.047 6.038
F -1.095 2.453 7.663
F -2.612 3.003 5.515
F -1.098 4.518 5.992
O -1.509 2.580 3.069
C -1.165 1.294 2.771
C -2.330 0.327 3.031
F -2.680 0.371 4.335
F -1.938 -0.923 2.734
F -0.053 0.901 3.418
F -0.904 1.232 1.447
H -0.960 4.373 3.731
H 0.275 3.153 3.964
H 0.510 2.592 6.485
H -3.186 0.607 2.413
C -3.502 -3.540 -4.008
C -2.331 -2.550 -4.098
C -2.690 -1.062 -4.064
F -3.468 -0.753 -5.135
F -1.577 -0.317 -4.124
F -1.582 -2.821 -5.182
F -1.601 -2.774 -2.978
O -3.952 -4.105 -5.229
C -4.934 -3.558 -5.977
C -4.450 -3.220 -7.396
F -3.464 -2.309 -7.353
F -5.486 -2.696 -8.096
F -5.512 -2.492 -5.396
F -5.911 -4.497 -6.137
H -3.095 -4.383 -3.453
H -4.326 -3.128 -3.425
H -3.234 -0.825 -3.146
H -4.097 -4.125 -7.892
```

Its charge is -1. The value obtained for the LUMO energy is 2.15 eV. Its total energy is -104585.35964 eV. The value obtained for the HOMO-LUMO gap is 6.62 eV.

How is the electron density shared among the atoms? According to natural (NBO), the charges in e are: atom 1 (N): -1.36, atom 2 (P): 0.71, atom 3 (Al): 0.68, atom 4 (H): 0.34, atom 5 (H): -0.10, atom 6 (H): -0.10, atom 7 (H): -0.40, atom 8 (H): -0.38, atom 9 (H): -0.38, atom 10 (C): -0.15, atom 11 (C): 0.60, atom 12 (C): 0.52, atom 13 (F): -0.33, atom 14 (F): -0.32, atom 15 (F): -0.31, atom 16 (F): -0.31, atom 17 (O): -0.50, atom 18 (C): 0.85, atom 19 (C): 0.50, atom 20 (F): -0.32, atom 21 (F): -0.33, atom 22 (F): -0.33, atom 23 (F): -0.34, atom 24 (H): 0.27, atom 25 (H): 0.21, atom 26 (H): 0.14, atom 27 (H): 0.15, atom 28 (C): -0.14, atom 29 (C): 0.60, atom 30 (C): 0.52, atom 31 (F): -0.32, atom 32 (F): -0.33, atom 33 (F): -0.31, atom 34 (F): -0.34, atom 35 (O): -0.51, atom 36 (C): 0.85, atom 37 (C): 0.51, atom 38 (F): -0.33, atom 39 (F): -0.31, atom 40 (F): -0.32, atom 41 (F): -0.32, atom 42 (H): 0.23, atom 43 (H): 0.22, atom 44 (H): 0.14, atom 45 (H): 0.14, atom 46 (C): -0.13, atom 47 (C): 0.60, atom 48 (C): 0.52, atom 49 (F): -0.34, atom 50 (F): -0.30, atom 51 (F): -0.31, atom 52 (F): -0.31, atom 53 (O): -0.51, atom 54 (C): 0.85, atom 55 (C): 0.51, atom 56 (F): -0.31, atom 57 (F): -0.33, atom 58 (F): -0.32, atom 59 (F): -0.34, atom 60 (H): 0.23, atom 61 (H): 0.20, atom 62 (H): 0.13, atom 63 (H): 0.15